{"formula": "C20H21BCl3F5NO2Zr", "method": "ωB97M-V/def2-TZVPD", "spin_multiplicity": 1, "molar_mass_g_mol": 610.8, "total_charge": 1, "total_energy_ha": -2931.79224, "orbital_gap_ev": [6.099, 6.100], "e_homo_ha": [-0.4222, -0.4222], "symbols": ["Zr", "C", "C", "C", "C", "C", "C", "C", "C", "C", "C", "C", "C", "N", "C", "C", "C", "C", "C", "C", "F", "H", "H", "H", "H", "H", "H", "H", "H", "H", "H", "H", "H", "H", "H", "H", "H", "H", "H", "H", "H", "H", "Cl", "C", "Cl", "Cl", "C", "O", "O", "F", "B", "F", "F", "F"], "positions_angstrom": [[-0.682, 0.856, 1.350], [-4.023, -2.140, -2.295], [-3.008, -1.055, -1.931], [-2.200, -0.656, -3.170], [-3.661, 0.174, -1.320], [-4.588, 0.876, -2.080], [-5.126, 2.079, -1.647], [-4.714, 2.620, -0.445], [-3.802, 1.948, 0.363], [-3.322, 2.639, 1.627], [-2.502, 3.890, 1.293], [-4.445, 3.012, 2.595], [-3.324, 0.700, -0.062], [-2.397, 0.007, 0.806], [-2.542, -1.356, 1.179], [-3.725, -2.077, 1.174], [-3.733, -3.413, 1.563], [-2.574, -4.054, 1.980], [-1.376, -3.346, 2.030], [-1.437, -2.045, 1.635], [-0.233, -1.277, 1.708], [-3.511, -3.002, -2.726], [-4.733, -1.776, -3.041], [-4.595, -2.485, -1.434], [-2.303, -1.472, -1.215], [-2.855, -0.309, -3.972], [-1.639, -1.513, -3.546], [-1.492, 0.147, -2.955], [-4.877, 0.483, -3.047], [-5.843, 2.606, -2.263], [-5.100, 3.582, -0.132], [-2.726, 1.907, 2.190], [-3.135, 4.600, 0.758], [-1.645, 3.706, 0.640], [-2.137, 4.379, 2.197], [-5.090, 3.772, 2.150], [-4.038, 3.429, 3.518], [-5.063, 2.149, 2.846], [-4.631, -1.583, 0.846], [-4.666, -3.960, 1.539], [-2.592, -5.093, 2.275], [-0.446, -3.784, 2.362], [0.280, 0.154, 7.045], [-0.538, 2.381, 4.955], [0.335, 3.794, 5.269], [-1.150, 1.483, 6.130], [-0.538, 1.805, 3.632], [-0.062, 2.438, 2.628], [-1.042, 0.638, 3.387], [-0.282, 1.907, -0.473], [0.831, 0.895, -0.699], [1.414, 0.923, 0.658], [0.107, -0.300, -0.676], [1.634, 1.191, -1.689]], "forces_ev_per_angstrom": [[-0.164, -0.761, -0.318], [-0.056, -0.027, -0.046], [0.027, 0.034, 0.073], [0.009, 0.045, -0.078], [-0.037, -0.028, -0.127], [-0.050, 0.033, -0.004], [0.008, -0.042, -0.029], [0.005, -0.012, -0.024], [-0.173, 0.138, 0.011], [-0.031, 0.021, -0.008], [0.038, 0.062, -0.041], [-0.187, -0.049, -0.068], [0.209, -0.240, 0.357], [-0.107, -0.466, -0.155], [-0.256, 0.600, -0.123], [-0.245, -0.143, -0.071], [-0.010, 0.063, -0.011], [0.022, 0.016, 0.003], [-0.172, -0.158, 0.055], [0.224, -0.084, 0.080], [-0.063, 0.148, -0.089], [-0.003, 0.018, 0.016], [0.028, -0.013, 0.017], [0.030, 0.034, 0.010], [0.008, -0.033, 0.027], [0.017, -0.018, 0.031], [-0.018, 0.013, 0.007], [-0.009, -0.015, 0.037], [0.003, 0.024, 0.029], [0.015, -0.011, 0.007], [0.010, -0.024, -0.001], [0.194, -0.022, 0.054], [-0.006, 0.009, 0.034], [-0.005, -0.084, 0.001], [0.000, -0.020, 0.009], [-0.004, -0.026, 0.025], [0.022, -0.013, -0.032], [0.028, 0.017, -0.013], [0.001, -0.041, 0.013], [0.010, 0.008, -0.001], [-0.020, 0.016, -0.009], [-0.014, 0.006, -0.003], [0.213, -0.227, 0.134], [0.022, -0.086, -0.655], [0.079, 0.164, 0.056], [-0.387, -0.029, 0.324], [0.254, 0.306, 0.309], [-0.281, 0.438, 0.364], [0.117, 0.168, 0.631], [0.288, 0.107, -0.139], [0.294, 0.123, -0.330], [0.060, -0.047, -0.257], [0.153, 0.171, -0.171], [-0.089, -0.064, 0.085]]}